Record 1
Below is an isolated molecule of C22H27N3O3 at a distorted geometry, with properties calculated with ωB97M-V/def2-TZVPD.

Geometry as XYZ:
```
55
Properties=species:S:1:pos:R:3
C -7.19 -0.19 3.38
C -5.95 -1.00 3.76
C -4.76 -0.65 2.87
C -3.52 -1.46 3.25
N -2.41 -1.15 2.39
N -2.10 -1.97 1.38
C -1.06 -1.39 0.77
C -0.35 -1.85 -0.35
C 0.72 -1.11 -0.79
C 1.49 -1.60 -1.97
O 0.96 -2.12 -2.94
N 2.83 -1.45 -1.86
C 3.72 -1.78 -2.95
C 4.62 -0.64 -3.38
C 5.88 -0.94 -3.89
C 6.74 0.05 -4.32
C 6.36 1.38 -4.23
C 5.11 1.70 -3.73
C 4.24 0.70 -3.30
O 3.02 1.09 -2.77
C 1.97 1.16 -3.72
C 1.08 0.11 -0.16
C 0.39 0.59 0.92
C -0.69 -0.16 1.42
C -1.62 -0.06 2.47
O -1.86 0.80 3.49
C -1.21 2.05 3.46
C -1.76 2.97 2.37
H -8.02 -0.46 4.02
H -7.47 -0.39 2.35
H -7.00 0.87 3.49
H -6.17 -2.06 3.67
H -5.69 -0.80 4.80
H -4.53 0.42 2.97
H -5.00 -0.85 1.83
H -3.71 -2.52 3.15
H -3.23 -1.23 4.28
H -0.63 -2.76 -0.84
H 3.22 -0.98 -1.06
H 4.35 -2.63 -2.67
H 3.08 -2.09 -3.78
H 6.18 -1.98 -3.95
H 7.71 -0.22 -4.71
H 7.03 2.16 -4.56
H 4.79 2.73 -3.65
H 1.10 1.52 -3.18
H 1.75 0.18 -4.14
H 2.22 1.85 -4.53
H 1.89 0.69 -0.57
H 0.68 1.53 1.36
H -1.41 2.48 4.45
H -0.13 1.92 3.35
H -2.83 3.13 2.52
H -1.25 3.93 2.42
H -1.60 2.53 1.39
```

Values from the calculation:
Energy relative to the best compared isomer or geometry (same formula, charge and spin) = 82.2 kcal per mole
Net charge = 0
Structure (SMILES) = CCCCn1nc2cc(C(=O)NCc3ccccc3OC)ccc2c1OCC
Orbital gap = 8.29 eV
LUMO = 0.7 eV

Record 2
Below is a 4-piece molecular cluster, C13H21F4N2O9 overall, with properties calculated with ωB97M-V/def2-TZVPD.

Geometry as XYZ:
```
49
Properties=species:S:1:pos:R:3
C 4.44 2.18 2.04
C 3.76 3.14 3.00
F 3.81 4.43 2.57
N 2.30 2.81 3.20
C 1.36 3.32 2.14
C -0.09 3.16 2.60
N -0.79 2.21 1.72
H 4.65 2.70 1.11
H 5.40 1.89 2.47
H 3.86 1.29 1.85
H 4.22 3.10 3.99
H 2.21 1.80 3.28
H 2.00 3.22 4.09
H 1.61 4.34 1.90
H 1.50 2.71 1.25
H -0.10 2.79 3.63
H -0.62 4.11 2.60
H -1.63 1.91 2.20
H -0.21 1.38 1.66
C -2.21 3.33 -1.67
C -2.72 1.92 -1.49
O -3.23 1.61 -2.77
C -2.55 2.36 -3.68
O -2.55 2.17 -4.85
O -1.84 3.34 -3.05
F -3.71 1.85 -0.57
H -3.00 4.06 -1.49
H -1.35 3.56 -1.04
H -1.95 1.19 -1.23
C -0.33 -2.67 0.14
C 0.00 -1.22 -0.08
O 0.12 -0.72 1.25
C 0.49 -1.77 2.05
O 0.91 -1.62 3.15
O 0.33 -2.93 1.40
F -1.00 -0.54 -0.69
H -1.40 -2.82 0.27
H 0.05 -3.32 -0.65
H 0.93 -1.04 -0.62
C -1.19 -6.85 -3.52
C -2.21 -5.76 -3.26
O -1.48 -4.86 -2.43
C -0.17 -5.01 -2.72
O 0.68 -4.25 -2.37
O 0.04 -6.12 -3.44
F -3.29 -6.20 -2.59
H -1.22 -7.60 -2.73
H -1.30 -7.32 -4.49
H -2.55 -5.22 -4.15
```

Values from the calculation:
Net charge = +1
Orbital gap = 9.97 eV
LUMO = -3.1 eV

Record 3
Below is an isolated ion of composition C26H28FOSi and charge +1 at a distorted geometry, with properties calculated with ωB97M-V/def2-TZVPD.

Geometry as XYZ:
```
57
Properties=species:S:1:pos:R:3
F 3.31 -4.15 -2.93
C 2.06 -4.03 -2.38
C 1.16 -5.08 -2.54
C -0.02 -5.06 -1.79
C -0.24 -4.03 -0.86
C 0.63 -2.93 -0.81
C 0.31 -1.70 0.09
C 1.55 -1.37 0.96
C 1.75 -0.11 1.54
C 2.90 0.14 2.29
C 3.82 -0.88 2.54
C 3.58 -2.16 2.05
C 2.42 -2.41 1.30
C 1.77 -2.91 -1.60
H 1.39 -5.89 -3.23
H -0.77 -5.83 -1.93
H -1.13 -4.05 -0.21
H -0.45 -2.03 0.82
H 1.01 0.67 1.38
H 3.07 1.15 2.67
H 4.72 -0.67 3.12
H 4.27 -2.98 2.24
H 2.22 -3.42 0.96
H 2.47 -2.07 -1.57
C 0.31 4.52 -1.22
Si 0.51 3.34 0.21
C 2.27 3.40 0.81
C -0.65 3.81 1.58
O 0.25 1.71 -0.36
C -0.68 0.75 -0.35
C -0.27 -0.65 -0.79
C -1.58 -1.23 -1.37
C -2.66 -1.27 -0.27
C -3.03 0.14 0.08
C -2.05 1.13 -0.21
C -2.50 2.45 -0.43
C -3.78 2.82 -0.04
C -4.64 1.88 0.54
C -4.27 0.53 0.57
H 0.81 5.46 -0.94
H 0.80 4.12 -2.12
H -0.74 4.74 -1.45
H 2.51 4.43 1.09
H 2.41 2.76 1.69
H 2.97 3.07 0.03
H -0.09 4.46 2.27
H -1.50 4.38 1.19
H -1.03 2.95 2.13
H 0.46 -0.48 -1.60
H -1.89 -0.59 -2.21
H -1.44 -2.24 -1.77
H -3.54 -1.85 -0.59
H -2.29 -1.77 0.64
H -1.84 3.16 -0.96
H -4.08 3.86 -0.18
H -5.60 2.21 0.93
H -4.96 -0.22 0.98
```

Values from the calculation:
Energy relative to the best compared isomer or geometry (same formula, charge and spin) = 15.2 kcal per mole
Net charge = +1
Orbital gap = 6.55 eV
LUMO = -5.0 eV

Record 4
Below is a 2-piece molecular cluster, C2H8N2 overall at a distorted geometry, with properties calculated with ωB97M-V/def2-TZVPD.

Geometry as XYZ:
```
12
Properties=species:S:1:pos:R:3
H 4.05 -2.90 -0.26
N 3.57 -3.55 0.36
C 2.37 -3.68 -0.01
N 1.85 -3.08 -1.16
H 1.60 -4.05 0.68
H 1.06 -3.43 -1.66
H 2.16 -2.15 -1.38
C -3.32 4.57 0.67
H -3.92 4.07 -0.08
H -2.36 4.93 0.34
H -3.19 3.83 1.46
H -3.86 5.45 1.03
```

Values from the calculation:
Energy relative to the best compared isomer or geometry (same formula, charge and spin) = 12.1 kcal per mole
Net charge = 0
Structure (SMILES) = [H]/N=C\N.C
Orbital gap = 10.55 eV
LUMO = 1.1 eV

Record 5
Below is a 2-piece molecular cluster, C3H5IN2 overall at a distorted geometry, with properties calculated with ωB97M-V/def2-TZVPD.

Geometry as XYZ:
```
11
Properties=species:S:1:pos:R:3
C 0.27 -1.21 -0.32
C 0.65 0.21 -0.40
N 0.52 0.75 0.77
N 0.24 -0.20 1.64
C 0.16 -1.41 1.05
H 0.31 -1.79 -1.25
H 0.99 0.85 -1.17
H -0.23 0.08 2.47
H 0.05 -2.24 1.70
I -2.21 2.71 -2.40
H -0.76 2.24 -2.09
```

Values from the calculation:
Energy relative to the best compared isomer or geometry (same formula, charge and spin) = 0.0 kcal per mole
Net charge = 0
Structure (SMILES) = c1cn[nH]c1.I
Orbital gap = 10.39 eV
LUMO = 0.8 eV

Record 6
Below is C38H40BF6N10O4PRuS2 as an isolated structure, with properties calculated with ωB97M-V/def2-TZVPD.

Geometry as XYZ:
```
103
Properties=species:S:1:pos:R:3
Ru -0.20 -0.16 -0.28
C 1.30 3.78 -3.60
C 1.74 2.73 -2.64
C 2.97 2.21 -2.39
C 2.77 1.25 -1.37
N 1.40 1.25 -1.07
N 0.79 2.10 -1.83
B -2.30 2.33 -1.58
N -2.79 1.00 -1.79
N -2.47 -0.10 -1.02
C -3.35 -1.04 -1.32
C -4.22 -0.59 -2.35
C -3.84 0.68 -2.63
C -4.42 1.64 -3.61
C -3.41 -2.34 -0.63
C -3.93 -3.44 -1.31
C -4.05 -4.66 -0.67
C -3.68 -4.78 0.66
C -3.20 -3.68 1.35
C -3.05 -2.46 0.71
N -1.64 2.78 -0.40
N -1.16 1.97 0.62
C -0.88 2.79 1.62
C -1.14 4.14 1.25
C -1.60 4.10 -0.02
C -2.03 5.22 -0.90
C -0.43 2.42 2.97
C 0.54 1.46 3.22
C 0.95 1.20 4.52
C 0.37 1.89 5.58
C -0.61 2.84 5.34
C -1.00 3.11 4.04
C 3.72 0.42 -0.72
C 5.00 0.26 -1.29
C 5.95 -0.51 -0.67
C 5.65 -1.12 0.55
C 4.40 -0.98 1.13
C 3.43 -0.23 0.50
H 2.14 4.38 -3.92
H 0.84 3.33 -4.48
H 0.55 4.43 -3.14
H 3.90 2.51 -2.82
H -2.59 3.13 -2.39
H -5.05 -1.12 -2.77
H -5.24 1.16 -4.13
H -4.80 2.54 -3.13
H -3.68 1.95 -4.35
H -4.22 -3.35 -2.35
H -4.44 -5.51 -1.21
H -3.78 -5.73 1.17
H -2.94 -3.77 2.39
H -2.72 -1.59 1.26
H -0.99 5.01 1.86
H -1.79 6.17 -0.41
H -1.52 5.20 -1.87
H -3.10 5.20 -1.09
H 1.01 0.94 2.40
H 1.72 0.47 4.71
H 0.69 1.68 6.60
H -1.06 3.38 6.16
H -1.76 3.85 3.85
H 5.22 0.73 -2.24
H 6.93 -0.64 -1.11
H 6.40 -1.72 1.05
H 4.17 -1.46 2.07
H 2.46 -0.10 0.96
F 2.57 -4.73 -1.97
C 2.78 -4.39 -0.69
F 3.79 -3.53 -0.64
F 3.08 -5.47 0.00
S 1.23 -3.61 -0.08
O 1.19 -2.32 -0.75
O 0.18 -4.53 -0.37
N 1.60 -3.45 1.45
S 1.02 -2.29 2.31
O 2.04 -1.61 3.04
O 0.04 -1.46 1.59
C -0.03 -3.13 3.62
F -1.22 -2.54 3.68
F -0.20 -4.41 3.34
F 0.56 -3.01 4.80
C 1.02 -0.64 -5.78
N 1.71 -1.58 -4.91
C 1.09 -2.90 -5.05
N -0.35 -2.89 -4.79
C -0.98 -1.91 -5.66
N -0.42 -0.56 -5.54
C -0.72 0.01 -4.23
P 0.00 -0.98 -2.83
C 1.71 -1.14 -3.53
C -0.65 -2.63 -3.38
H 1.17 -0.95 -6.81
H 1.46 0.35 -5.65
H 1.57 -3.60 -4.36
H 1.25 -3.25 -6.07
H -2.05 -1.87 -5.44
H -0.85 -2.23 -6.69
H -1.80 0.07 -4.10
H -0.32 1.03 -4.18
H 2.28 -1.83 -2.91
H 2.20 -0.16 -3.47
H -1.72 -2.66 -3.23
H -0.21 -3.42 -2.75
```

Values from the calculation:
Multiplicity = 6
Energy relative to the best compared isomer or geometry (same formula, charge and spin) = 0.0 kcal per mole
⟨S²⟩ = 8.7841
Net charge = +1
Orbital gap (spin up / spin down) = 7.64 / 5.03 eV
LUMO (spin up / spin down) = -2.8 / -5.6 eV